[1]
Formula: C12H13F2N
Source: the Open Molecules 2025 dataset
Level of theory: the ωB97M-V functional and the def2-TZVPD basis

Each line ends with the Löwdin charge.
Positions of all 28 atoms, in Å:
C 3.49 -1.28 0.65  0.0050
C 2.31 -1.43 -0.25  -0.3876
F 2.58 -1.46 -1.56  0.1070
N 1.18 -1.41 0.29  0.1597
C -0.07 -1.31 -0.23  -0.1980
C -0.86 -2.42 -0.64  -0.0166
C -2.21 -2.19 -0.88  -0.0951
C -2.73 -0.89 -0.94  -0.0525
C -1.91 0.21 -0.58  -0.2223
C -2.53 1.60 -0.52  -0.0405
C -0.58 0.05 -0.27  -0.1326
C 0.37 1.10 0.15  -0.2566
C 0.61 1.23 1.65  0.0020
C 1.03 1.62 -0.84  -0.1156
F 1.95 2.61 -0.72  -0.0011
H 3.38 -2.10 1.41  0.1086
H 3.25 -0.38 1.21  0.0651
H 4.50 -1.22 0.20  0.0917
H -0.41 -3.38 -0.56  0.0947
H -2.83 -3.07 -1.12  0.1057
H -3.79 -0.77 -1.32  0.1246
H -3.11 1.87 -1.45  0.0984
H -3.17 1.61 0.35  0.0789
H -1.86 2.44 -0.50  0.0592
H 0.41 2.28 1.91  0.0960
H 1.54 0.91 1.86  0.0100
H -0.10 0.51 2.23  0.1314
H 0.65 1.65 -1.97  0.1807

Values from the calculation:
Energy (eV): -19578.0789
Kohn-Sham gap (eV): 9.1
Energy above the lowest of the compared OMol25 structures with the same formula, charge and spin (kcal per mole): 4.02
LUMO (eV): 0.8
Highest occupied orbital energy (eV): -8.29
Structure (SMILES): C/C(F)=N/c1cccc(C)c1/C(C)=C/F


[2]
Formula: C12H13MnN6O7Se3Te
Source: the Open Molecules 2025 dataset
Level of theory: the ωB97M-V functional and the def2-TZVPD basis

Each line ends with the Löwdin charge.
Positions of all 43 atoms, in Å:
Mn 0.50 -1.21 -0.59  -0.0615
Se -1.16 -2.73 0.29  0.1718
Se 0.34 -4.38 1.09  -0.1486
Te 2.38 -3.00 0.64  0.4014
Se 1.64 -0.87 1.62  0.0238
N 6.11 1.52 -1.83  0.1504
C 4.93 0.97 -1.44  -0.4981
N 4.89 0.32 -0.26  0.1948
N 3.90 1.15 -2.23  0.1230
C 2.80 0.58 -1.82  -0.2507
N 1.88 0.07 -1.35  0.1197
H 6.97 1.14 -1.46  0.1004
H 6.13 1.83 -2.79  0.1065
H 5.67 0.35 0.37  0.1126
H 3.99 0.02 0.11  0.0290
O -1.85 2.55 -3.16  0.1124
C -1.52 1.49 -2.68  -0.4631
O -0.91 1.44 -1.49  0.0086
C -1.70 0.18 -3.38  -0.1181
C -0.67 -0.72 -3.23  0.0285
C -0.83 -2.05 -3.60  -0.1531
C -1.97 -2.44 -4.31  0.0985
C -2.93 -1.48 -4.53  -0.1327
C -2.85 -0.17 -4.06  0.0620
N -4.13 -1.87 -5.27  -0.3545
O -5.02 -1.04 -5.39  0.0579
O -4.19 -3.00 -5.71  0.0642
N 0.11 -2.96 -3.14  -0.3537
O 0.14 -4.14 -3.54  -0.0087
O 0.95 -2.53 -2.22  -0.2686
H 0.26 -0.39 -2.81  0.0831
H -2.10 -3.46 -4.63  0.1257
H -3.66 0.53 -4.20  0.1276
C -3.43 0.34 -0.40  -0.0752
O -2.24 -0.36 -0.74  -0.2876
C -1.00 0.28 -0.54  -0.4930
C -0.94 1.01 0.79  -0.1086
H -3.42 1.37 -0.76  0.0968
H -3.59 0.34 0.68  0.0898
H -4.24 -0.20 -0.88  0.0954
H -1.71 1.78 0.85  0.0786
H 0.02 1.50 0.90  0.0574
H -1.08 0.30 1.61  0.0559

Values from the calculation:
<S²>: 3.97
Energy (eV): -270577.3935
Kohn-Sham gap (spin up / spin down) (eV): 5.1 / 6.0
LUMO (spin up / spin down) (eV): 1.6 / 1.7
Highest occupied orbital energy (spin up / spin down) (eV): -3.56 / -4.32
Total charge: -1
2S+1: 4


[3]
Formula: C12H13N2O
Source: the Open Molecules 2025 dataset
Level of theory: the ωB97M-V functional and the def2-TZVPD basis

Each line ends with the Löwdin charge.
Positions of all 28 atoms, in Å:
C 1.62 1.44 -2.61  -0.0291
C -1.56 2.59 0.84  -0.0055
C 0.82 2.37 -2.01  0.0519
C -0.89 2.86 -0.33  -0.0012
C 1.78 0.19 -2.05  0.0562
C -1.27 1.36 1.43  -0.0669
C 0.08 2.03 -0.84  -0.1257
C 0.27 0.74 -0.20  -0.1093
C 1.25 -0.14 -0.82  -0.0695
C 0.75 -2.15 0.57  -0.4433
C 0.78 -1.80 2.10  -0.0092
C -1.67 -2.41 0.35  -0.1404
N -0.47 0.45 0.85  0.1134
N -0.39 -2.43 -0.18  0.0752
O 1.56 -1.37 -0.23  0.0687
H 1.87 1.50 -3.70  0.1531
H -2.11 3.38 1.43  0.1519
H 0.73 3.36 -2.53  0.1576
H -1.05 3.78 -0.93  0.1467
H 2.43 -0.63 -2.44  0.1650
H -1.87 0.93 2.26  0.1382
H 1.30 -3.13 0.51  0.1808
H 0.37 -0.80 2.36  0.0635
H 1.77 -2.07 2.50  0.0900
H 0.11 -2.53 2.60  0.0934
H -2.30 -1.98 -0.40  0.0791
H -2.07 -3.47 0.15  0.1412
H -1.84 -2.05 1.35  0.0744

Values from the calculation:
Energy (eV): -17671.1371
Kohn-Sham gap (spin up / spin down) (eV): 8.6 / 4.8
Energy above the lowest of the compared OMol25 structures with the same formula, charge and spin (kcal per mole): 129.69
LUMO (spin up / spin down) (eV): -4.6 / -7.4
Highest occupied orbital energy (spin up / spin down) (eV): -13.13 / -12.22
Total charge: +1


[4]
Formula: C12H13N3O2S3
Source: the Open Molecules 2025 dataset
Level of theory: the ωB97M-V functional and the def2-TZVPD basis

Each line ends with the Löwdin charge.
Positions of all 33 atoms, in Å:
C -4.52 -1.85 0.53  -0.0168
C -3.54 -0.89 1.10  -0.3501
C -3.73 0.02 2.08  -0.3383
S -2.30 0.95 2.45  1.0516
C -1.44 0.06 1.26  -0.5997
N -0.22 0.06 0.78  0.0758
C -0.21 -0.92 -0.18  -0.2760
C 1.02 -1.22 -0.95  -0.1116
C 2.18 -1.63 -0.02  -0.2238
N 2.50 -0.64 0.98  -0.1344
S 3.51 0.59 0.54  0.5776
O 3.92 1.25 1.75  -0.2940
O 4.50 0.06 -0.34  -0.2866
C 2.53 1.75 -0.38  -0.6214
C 2.57 2.00 -1.72  -0.1629
C 1.63 2.97 -2.11  -0.1767
C 0.91 3.44 -1.06  -0.3870
S 1.36 2.71 0.43  1.0429
C -1.45 -1.50 -0.28  0.0065
N -2.24 -0.86 0.64  -0.0377
H -4.18 -2.88 0.68  0.0884
H -5.48 -1.73 1.01  0.0835
H -4.63 -1.68 -0.54  0.0882
H -4.63 0.21 2.61  0.0715
H 1.32 -0.34 -1.51  0.1013
H 0.82 -2.03 -1.65  0.1197
H 3.09 -1.78 -0.60  0.1088
H 1.92 -2.56 0.50  0.1240
H 1.68 -0.29 1.46  0.0761
H 3.26 1.49 -2.37  0.1167
H 1.51 3.31 -3.12  0.1019
H 0.14 4.19 -1.07  0.0634
H -1.82 -2.28 -0.91  0.1192

Values from the calculation:
Energy (eV): -53725.3782
Kohn-Sham gap (eV): 8.9
Energy above the lowest of the compared OMol25 structures with the same formula, charge and spin (kcal per mole): 19.35
LUMO (eV): 0.4
Highest occupied orbital energy (eV): -8.55
Structure (SMILES): Cc1csc2nc(CCNS(=O)(=O)c3cccs3)cn12


[5]
Formula: C12H13N3OS2
Source: the Open Molecules 2025 dataset
Level of theory: the ωB97M-V functional and the def2-TZVPD basis

Each line ends with the Löwdin charge.
Positions of all 31 atoms, in Å:
C 6.21 0.93 0.24  -0.0873
C 4.82 0.45 0.08  -0.6473
N 3.89 1.07 -0.55  0.0015
N 2.72 0.45 -0.57  -0.0067
C 2.71 -0.67 0.07  -0.6073
N 1.66 -1.52 0.21  0.1109
C 0.36 -1.45 -0.28  -0.4895
O -0.35 -2.42 -0.15  0.0835
C -0.07 -0.16 -0.92  -0.1614
C -0.22 0.95 0.12  -0.4464
S -1.19 0.41 1.58  0.9278
C -2.77 0.17 0.78  -0.5403
C -3.48 1.26 0.32  -0.1101
C -4.70 1.06 -0.31  -0.0865
C -5.20 -0.22 -0.46  -0.0904
C -4.49 -1.30 0.02  -0.0781
C -3.27 -1.12 0.64  -0.1028
S 4.27 -1.08 0.78  1.0703
H 6.44 1.06 1.30  0.0786
H 6.91 0.21 -0.17  0.0782
H 6.31 1.88 -0.27  0.0840
H 1.86 -2.39 0.69  0.1473
H 0.67 0.16 -1.66  0.1088
H -1.03 -0.35 -1.40  0.1222
H -0.72 1.82 -0.32  0.0768
H 0.75 1.26 0.51  0.0550
H -3.09 2.26 0.46  0.1047
H -5.26 1.91 -0.67  0.1020
H -6.16 -0.37 -0.94  0.1004
H -4.88 -2.30 -0.10  0.1041
H -2.69 -1.96 0.99  0.0978

Values from the calculation:
Energy (eV): -40843.2547
Kohn-Sham gap (eV): 9.0
Energy above the lowest of the compared OMol25 structures with the same formula, charge and spin (kcal per mole): 4.80
LUMO (eV): 0.4
Highest occupied orbital energy (eV): -8.57
Structure (SMILES): Cc1nnc(NC(=O)CCSc2ccccc2)s1


[6]
Formula: C12H13NO
Source: the Open Molecules 2025 dataset
Level of theory: the ωB97M-V functional and the def2-TZVPD basis

Each line ends with the Löwdin charge.
Positions of all 27 atoms, in Å:
N -2.21 2.04 2.27  -0.0432
C -2.38 0.67 2.85  -0.2514
C -0.99 -0.02 2.52  -0.1286
O -0.87 -0.02 1.07  -0.0937
C 0.24 -0.23 0.43  -0.2585
C 1.39 -0.56 1.18  -0.0459
C 2.50 -1.05 0.54  -0.1655
C 2.74 -1.06 -0.77  -0.0536
C 1.66 -0.52 -1.54  -0.1531
C 1.78 -0.32 -3.00  -0.0274
C 0.70 0.00 -3.80  -0.1117
C -0.68 0.14 -3.29  -0.0852
C -0.84 -0.06 -1.85  -0.0221
C 0.39 -0.23 -1.03  -0.1075
H -1.81 1.91 1.35  0.0385
H -3.22 2.48 2.08  0.1233
H -2.50 0.73 3.95  0.1031
H -3.36 0.19 2.57  0.1114
H -0.14 0.76 2.76  0.1549
H -1.06 -1.03 2.91  0.1219
H 1.80 -0.35 2.39  0.1927
H 3.30 -1.58 1.16  0.1310
H 3.65 -1.38 -1.06  0.0769
H 2.78 -0.36 -3.50  0.1173
H 0.84 0.22 -4.81  0.0662
H -1.67 -0.01 -3.93  0.1259
H -2.03 -0.37 -1.42  0.1845

Values from the calculation:
Energy (eV): -16188.1266
Kohn-Sham gap (eV): 8.4
Energy above the lowest of the compared OMol25 structures with the same formula, charge and spin (kcal per mole): 94.66
LUMO (eV): 0.7
Highest occupied orbital energy (eV): -7.77
Structure (SMILES): NCCOc1cccc2ccccc12